Formula: C3H12BF4LiO3
Source: the Open Molecules 2025 dataset
Level of theory: the ωB97M-V functional and the def2-TZVPD basis

Last column: Löwdin charge in e.
Geometry (Å):
Li (-0.22, 0.06, -0.09)  0.72
B (0.50, -2.73, -1.01)  -1.32
F (1.52, -3.41, -0.36)  0.13
F (1.07, -1.79, -1.89)  0.07
F (-0.37, -3.54, -1.68)  0.16
F (-0.14, -1.88, -0.12)  0.06
C (-2.06, 0.55, -2.60)  -0.19
O (-1.69, 0.90, -1.38)  -0.07
H (-1.48, -0.39, -2.67)  0.11
H (-1.53, 1.25, -3.44)  0.12
H (-3.08, 0.83, -3.05)  0.11
H (-1.97, 1.69, -1.35)  -0.01
C (2.51, 0.66, 0.76)  -0.22
O (1.71, 1.22, -0.14)  -0.12
H (3.52, 1.06, 0.84)  0.08
H (2.52, -0.36, 0.32)  0.10
H (2.18, 0.62, 1.94)  0.13
H (1.91, 2.10, -0.44)  0.10
C (-0.75, 0.80, 2.87)  -0.16
O (-0.70, 0.05, 1.76)  -0.13
H (-0.18, 0.39, 3.70)  0.10
H (-1.93, 1.07, 3.14)  0.16
H (-0.52, 1.69, 2.83)  -0.02
H (-0.84, -0.83, 2.04)  0.08

As for the calculated total energy: -779.20723 Eh. The calculation puts the HOMO energy at -10.86 eV. As for the total charge: 0. The value obtained for the LUMO energy is -0.4 eV. The calculation puts the HOMO-LUMO gap at 10.493 eV.